Record 1
{
  "formula": "C26H24CsF6N6O6S4",
  "method": "wB97M-V/def2-TZVPD",
  "elements": ["Cs", "S", "C", "N", "C", "C", "C", "C", "C", "C", "S", "H", "H", "H", "H", "F", "C", "F", "F", "S", "O", "O", "N", "S", "O", "O", "C", "F", "F", "F", "N", "C", "C", "N", "H", "H", "H", "H", "H", "H", "H", "H", "H", "O", "C", "N", "C", "C", "O", "N", "C", "C", "C", "C", "C", "C", "C", "C", "C", "C", "C", "C", "H", "H", "H", "H", "H", "H", "H", "H", "H", "H", "H"],
  "coordinates": [[-0.057, -2.277, 2.074], [2.066, -4.118, 4.181], [2.824, -2.633, 3.859], [2.926, -2.026, 2.703], [3.509, -0.784, 2.812], [3.692, 0.094, 1.744], [4.254, 1.339, 1.969], [4.645, 1.718, 3.255], [4.476, 0.852, 4.326], [3.908, -0.396, 4.102], [3.517, -1.673, 5.207], [3.381, -0.206, 0.750], [4.392, 2.018, 1.138], [5.084, 2.695, 3.420], [4.774, 1.149, 5.324], [-1.620, -6.833, 1.999], [-2.731, -6.548, 1.324], [-3.743, -7.254, 1.826], [-2.560, -6.886, 0.046], [-3.066, -4.749, 1.484], [-1.959, -4.076, 0.852], [-3.280, -4.534, 2.872], [-4.387, -4.618, 0.620], [-4.534, -3.461, -0.422], [-4.775, -2.154, 0.130], [-3.597, -3.455, -1.537], [-6.127, -4.014, -1.166], [-6.456, -3.132, -2.120], [-7.096, -4.048, -0.261], [-6.007, -5.217, -1.723], [-2.498, -0.802, -2.065], [-1.598, -1.338, -3.140], [-0.711, -2.464, -2.589], [-0.313, -2.345, -1.187], [-3.142, -0.109, -2.434], [-1.884, -0.316, -1.396], [-3.026, -1.572, -1.632], [-1.014, -0.477, -3.448], [-2.213, -1.703, -3.960], [0.154, -2.521, -3.252], [-1.236, -3.416, -2.666], [-1.054, -2.777, -0.642], [-0.185, -1.380, -0.887], [0.322, 0.586, 2.666], [0.228, 1.071, 1.555], [0.705, 2.329, 1.222], [0.575, 2.554, -0.208], [-0.230, 1.281, -0.590], [-0.681, 1.085, -1.728], [-0.373, 0.463, 0.443], [1.949, 2.589, -0.859], [2.694, 3.764, -0.805], [3.989, 3.805, -1.298], [4.556, 2.668, -1.857], [3.818, 1.495, -1.924], [2.520, 1.457, -1.432], [-0.261, 3.771, -0.555], [-0.386, 4.147, -1.892], [-1.169, 5.233, -2.246], [-1.836, 5.961, -1.267], [-1.714, 5.591, 0.062], [-0.930, 4.500, 0.418], [1.541, 2.619, 1.707], [2.250, 4.655, -0.377], [4.557, 4.725, -1.242], [5.569, 2.696, -2.237], [4.253, 0.603, -2.354], [1.957, 0.534, -1.492], [0.131, 3.577, -2.653], [-1.258, 5.514, -3.288], [-2.445, 6.813, -1.543], [-2.229, 6.152, 0.831], [-0.836, 4.204, 1.454]],
  "mulliken_charge": [1.24, -0.40, -0.07, -0.54, -0.42, -0.16, -0.22, -0.62, -0.41, 0.59, -0.29, 0.48, 0.33, 0.39, 0.37, -0.21, 0.60, -0.22, -0.23, 1.06, -0.65, -0.69, -0.55, 1.30, -0.73, -0.72, 0.50, -0.23, -0.21, -0.21, 0.18, -0.45, -0.74, -0.49, 0.40, 0.11, 0.00, 0.35, 0.45, 0.38, 0.35, 0.22, 0.34, -0.70, -0.21, -0.04, 3.93, -1.10, -0.86, -0.38, -0.16, -0.33, -0.79, -0.50, -0.57, -0.27, -0.85, -0.11, -0.90, -0.35, -0.90, -0.53, 0.39, 0.43, 0.39, 0.37, 0.41, 0.41, 0.40, 0.39, 0.40, 0.42, 0.42],
  "e_homo_ev": -4.30,
  "e_above_lowest_kcal_mol": 2.2,
  "total_charge": -1,
  "orbital_gap_ev": 6.099
}



Record 2
{
  "formula": "C26H24F12N3O2PdS2",
  "method": "wB97M-V/def2-TZVPD",
  "elements": ["Pd", "C", "C", "C", "C", "C", "N", "C", "C", "C", "C", "C", "C", "C", "C", "O", "C", "F", "F", "F", "C", "F", "F", "F", "C", "C", "C", "O", "C", "F", "F", "F", "C", "F", "F", "F", "H", "H", "H", "H", "H", "H", "H", "H", "H", "H", "H", "H", "S", "C", "C", "C", "N", "C", "S", "N", "C", "C", "H", "H", "H", "H", "H", "H", "H", "H", "H", "H", "H", "H"],
  "coordinates": [[0.637, 0.066, -0.084], [-0.347, 5.906, 2.645], [-0.642, 4.655, 1.859], [-0.860, 4.700, 0.487], [-1.054, 3.540, -0.231], [-1.065, 2.275, 0.382], [-1.187, 1.103, -0.358], [-2.123, 0.923, -1.323], [-3.229, 1.805, -1.449], [-4.190, 1.659, -2.428], [-4.146, 0.607, -3.332], [-5.180, 0.444, -4.421], [-3.123, -0.319, -3.165], [-2.144, -0.221, -2.184], [-1.093, -1.345, -2.032], [-0.637, -1.533, -0.774], [-1.728, -2.750, -2.378], [-2.058, -3.003, -3.671], [-2.864, -2.927, -1.679], [-0.898, -3.744, -2.029], [0.075, -1.042, -3.060], [1.151, -1.813, -2.829], [0.486, 0.236, -2.942], [-0.244, -1.202, -4.367], [-0.853, 2.220, 1.779], [-0.646, 3.412, 2.474], [-0.836, 0.831, 2.483], [-0.041, -0.123, 1.940], [-0.304, 0.925, 3.957], [-1.079, 1.628, 4.823], [0.915, 1.489, 3.986], [-0.153, -0.286, 4.508], [-2.332, 0.341, 2.607], [-3.142, 1.324, 3.089], [-2.455, -0.696, 3.467], [-2.853, -0.062, 1.459], [-0.750, 6.788, 2.141], [0.733, 6.051, 2.752], [-0.778, 5.856, 3.648], [-0.844, 5.658, -0.028], [-1.172, 3.573, -1.306], [-3.312, 2.617, -0.741], [-5.004, 2.379, -2.482], [-5.673, 1.395, -4.635], [-5.960, -0.276, -4.147], [-4.722, 0.087, -5.347], [-3.110, -1.167, -3.839], [-0.489, 3.396, 3.542], [2.286, -2.636, 0.591], [2.227, -1.100, 0.363], [3.729, 6.553, -0.693], [3.776, 5.060, -0.405], [2.482, 4.599, 0.110], [2.448, 3.240, 0.508], [2.203, 1.995, -0.643], [3.044, 2.966, 1.755], [2.971, 3.943, 2.829], [4.325, 4.157, 3.506], [4.710, 6.929, -0.997], [3.404, 7.094, 0.198], [3.019, 6.767, -1.496], [4.529, 4.847, 0.358], [4.067, 4.508, -1.309], [1.768, 4.728, -0.597], [2.859, 2.012, 2.029], [2.241, 3.642, 3.583], [2.626, 4.879, 2.394], [4.623, 3.275, 4.079], [4.286, 5.012, 4.189], [5.094, 4.343, 2.753]],
  "mulliken_charge": [0.05, -1.61, 0.88, -1.43, 0.77, 0.41, 1.09, 0.44, -0.72, -1.15, 0.40, -1.60, -0.38, -1.12, 1.53, -1.08, 0.32, -0.28, -0.27, -0.27, 0.58, -0.30, -0.24, -0.30, -1.38, -0.63, 2.48, -1.01, 0.11, -0.31, -0.14, -0.27, 0.49, -0.34, -0.33, -0.14, 0.43, 0.16, 0.38, 0.26, 0.52, 0.45, 0.30, 0.38, 0.27, 0.36, 0.54, 0.44, -0.22, -0.12, -1.23, -0.35, 0.02, -0.56, -0.26, -0.13, 0.33, -1.59, 0.41, 0.27, 0.28, 0.31, 0.29, 0.34, 0.31, 0.11, -0.05, 0.32, 0.40, 0.33],
  "e_homo_ev": [0.57, -1.36],
  "multiplicity": 4,
  "e_above_lowest_kcal_mol": 0.0,
  "total_charge": -2,
  "orbital_gap_ev": [3.977, 5.882]
}



Record 3
{
  "formula": "C26H24IO4",
  "method": "wB97M-V/def2-TZVPD",
  "elements": ["C", "C", "C", "C", "C", "C", "C", "C", "C", "C", "C", "C", "C", "C", "H", "H", "H", "H", "H", "H", "H", "H", "H", "H", "H", "H", "H", "C", "C", "C", "O", "C", "O", "C", "I", "C", "C", "C", "C", "C", "C", "C", "O", "O", "H", "H", "H", "H", "H", "H", "H", "H", "H", "H", "H"],
  "coordinates": [[-4.862, -1.196, 3.585], [-3.529, -0.726, 3.087], [-3.451, 0.475, 2.380], [-2.236, 0.991, 1.996], [-1.013, 0.280, 2.179], [0.180, 0.739, 1.512], [1.441, 0.045, 1.679], [2.647, 0.712, 2.040], [3.702, -0.017, 2.586], [3.651, -1.421, 2.623], [2.598, -2.083, 1.976], [1.484, -1.362, 1.539], [-1.111, -0.902, 2.965], [-2.338, -1.386, 3.400], [-4.889, -2.280, 3.721], [-5.108, -0.718, 4.546], [-5.655, -0.922, 2.881], [-4.373, 1.010, 2.141], [-2.210, 1.958, 1.509], [0.236, 1.822, 1.366], [2.702, 1.800, 1.936], [4.568, 0.504, 3.005], [4.433, -1.989, 3.137], [2.603, -3.167, 1.850], [0.607, -1.866, 1.117], [-0.214, -1.464, 3.222], [-2.378, -2.283, 4.022], [2.572, 2.037, -1.216], [1.528, 2.940, -1.836], [2.136, 4.227, -2.410], [0.844, 2.278, -2.926], [-0.103, 1.363, -2.565], [-0.845, 0.919, -3.420], [-0.251, 1.095, -1.061], [-1.761, -0.393, -0.817], [-1.029, -1.775, -2.342], [-1.811, -1.868, -3.485], [-1.341, -2.606, -4.575], [-0.100, -3.248, -4.498], [0.658, -3.175, -3.324], [0.193, -2.428, -2.222], [-0.505, 2.507, -0.609], [-1.516, 2.944, -0.089], [0.529, 3.383, -0.868], [2.098, 1.286, -0.573], [3.146, 1.534, -2.008], [3.258, 2.647, -0.607], [1.344, 4.967, -2.567], [2.848, 4.622, -1.678], [2.647, 4.037, -3.362], [-2.761, -1.345, -3.543], [-1.946, -2.661, -5.477], [0.280, -3.801, -5.358], [1.620, -3.689, -3.255], [0.784, -2.353, -1.308]],
  "mulliken_charge": [-1.49, 1.06, -0.68, -0.77, 0.81, -0.64, 0.50, 0.17, -0.91, -0.47, -1.21, -0.53, -0.37, -1.09, 0.39, 0.30, 0.39, 0.42, 0.53, 0.79, 0.46, 0.41, 0.42, 0.44, 0.88, 0.61, 0.41, -0.94, 1.56, -1.65, -0.37, 0.34, -0.56, -0.09, 0.50, 0.25, -0.40, -0.54, -0.50, -0.58, 0.00, 0.52, -0.67, -0.38, -0.01, 0.35, 0.34, 0.41, 0.34, 0.37, 0.37, 0.38, 0.38, 0.39, 0.36],
  "e_homo_ev": -11.45,
  "e_above_lowest_kcal_mol": 29.9,
  "total_charge": 1,
  "orbital_gap_ev": 6.088
}



Record 4
{
  "formula": "C26H24N5NdOPS3",
  "method": "wB97M-V/def2-TZVPD",
  "elements": ["Nd", "O", "N", "C", "C", "C", "C", "C", "C", "C", "P", "C", "C", "C", "C", "C", "C", "C", "C", "C", "C", "C", "C", "H", "H", "H", "H", "H", "H", "H", "H", "H", "H", "H", "H", "H", "H", "H", "H", "S", "C", "C", "N", "C", "S", "C", "N", "C", "N", "C", "S", "N", "C", "H", "H", "H", "H", "H", "H", "H", "H"],
  "coordinates": [[1.020, -0.851, -0.272], [2.392, 0.852, 1.473], [1.365, 1.415, 0.678], [0.814, 2.451, 1.170], [-0.288, 3.144, 0.473], [-0.242, 4.536, 0.500], [-1.138, 5.299, -0.208], [-2.120, 4.658, -0.944], [-2.233, 3.298, -0.936], [-1.318, 2.509, -0.266], [-1.577, 0.642, -0.283], [-2.394, 0.481, 1.314], [-1.786, -0.388, 2.238], [-2.371, -0.625, 3.463], [-3.528, 0.019, 3.816], [-4.132, 0.885, 2.897], [-3.591, 1.100, 1.651], [-2.766, 0.265, -1.629], [-2.530, 0.763, -2.912], [-3.339, 0.355, -3.947], [-4.317, -0.604, -3.787], [-4.481, -1.166, -2.537], [-3.720, -0.735, -1.453], [3.221, 1.113, 1.045], [1.242, 2.950, 2.052], [0.525, 5.010, 1.098], [-1.151, 6.384, -0.176], [-2.860, 5.229, -1.490], [-3.063, 2.855, -1.499], [-0.881, -0.916, 2.002], [-1.869, -1.346, 4.114], [-4.017, -0.157, 4.771], [-5.039, 1.374, 3.165], [-4.140, 1.753, 0.977], [-1.786, 1.512, -3.089], [-3.165, 0.825, -4.913], [-4.943, -0.921, -4.589], [-5.225, -1.937, -2.364], [-3.949, -1.162, -0.492], [-0.762, -2.834, -0.496], [-0.387, -4.118, 0.617], [-1.291, -5.229, 0.555], [-2.011, -6.117, 0.568], [0.648, -4.047, 1.505], [1.616, -2.583, 1.695], [0.989, -5.140, 2.355], [1.296, -6.008, 3.046], [6.283, -0.107, -2.739], [6.029, -0.740, -1.433], [4.826, -0.899, -0.885], [3.437, -0.242, -1.682], [4.749, -1.511, 0.300], [5.847, -2.013, 1.103], [7.207, -0.500, -3.170], [6.383, 0.962, -2.617], [5.506, -0.293, -3.437], [6.811, -1.210, -0.988], [3.824, -1.741, 0.630], [6.474, -1.200, 1.482], [6.446, -2.713, 0.548], [5.458, -2.583, 1.930]],
  "mulliken_charge": [0.62, -0.40, 0.04, -0.50, 0.56, -0.82, -0.83, -0.73, -0.32, 0.69, 0.27, 0.75, 0.22, -0.73, -0.55, -0.71, -0.12, 0.76, -0.65, -0.62, -0.67, -0.55, -0.68, 0.34, 0.47, 0.44, 0.40, 0.43, 0.42, -0.16, 0.44, 0.40, 0.44, 0.39, 0.55, 0.38, 0.46, 0.42, 0.42, -0.30, 0.54, -0.22, -0.40, 0.69, -0.47, -0.15, -0.42, -0.96, -0.18, 0.68, -0.39, 0.31, -1.08, 0.33, 0.31, 0.37, 0.23, -0.27, 0.38, 0.41, 0.30],
  "e_homo_ev": [-10.33, -10.32],
  "multiplicity": 4,
  "e_above_lowest_kcal_mol": 0.0,
  "total_charge": 1,
  "orbital_gap_ev": [6.567, 6.586]
}



What did the fourth record say?
{
  "formula": "C26H24N5NdOPS3",
  "method": "wB97M-V/def2-TZVPD",
  "elements": ["Nd", "O", "N", "C", "C", "C", "C", "C", "C", "C", "P", "C", "C", "C", "C", "C", "C", "C", "C", "C", "C", "C", "C", "H", "H", "H", "H", "H", "H", "H", "H", "H", "H", "H", "H", "H", "H", "H", "H", "S", "C", "C", "N", "C", "S", "C", "N", "C", "N", "C", "S", "N", "C", "H", "H", "H", "H", "H", "H", "H", "H"],
  "coordinates": [[1.020, -0.851, -0.272], [2.392, 0.852, 1.473], [1.365, 1.415, 0.678], [0.814, 2.451, 1.170], [-0.288, 3.144, 0.473], [-0.242, 4.536, 0.500], [-1.138, 5.299, -0.208], [-2.120, 4.658, -0.944], [-2.233, 3.298, -0.936], [-1.318, 2.509, -0.266], [-1.577, 0.642, -0.283], [-2.394, 0.481, 1.314], [-1.786, -0.388, 2.238], [-2.371, -0.625, 3.463], [-3.528, 0.019, 3.816], [-4.132, 0.885, 2.897], [-3.591, 1.100, 1.651], [-2.766, 0.265, -1.629], [-2.530, 0.763, -2.912], [-3.339, 0.355, -3.947], [-4.317, -0.604, -3.787], [-4.481, -1.166, -2.537], [-3.720, -0.735, -1.453], [3.221, 1.113, 1.045], [1.242, 2.950, 2.052], [0.525, 5.010, 1.098], [-1.151, 6.384, -0.176], [-2.860, 5.229, -1.490], [-3.063, 2.855, -1.499], [-0.881, -0.916, 2.002], [-1.869, -1.346, 4.114], [-4.017, -0.157, 4.771], [-5.039, 1.374, 3.165], [-4.140, 1.753, 0.977], [-1.786, 1.512, -3.089], [-3.165, 0.825, -4.913], [-4.943, -0.921, -4.589], [-5.225, -1.937, -2.364], [-3.949, -1.162, -0.492], [-0.762, -2.834, -0.496], [-0.387, -4.118, 0.617], [-1.291, -5.229, 0.555], [-2.011, -6.117, 0.568], [0.648, -4.047, 1.505], [1.616, -2.583, 1.695], [0.989, -5.140, 2.355], [1.296, -6.008, 3.046], [6.283, -0.107, -2.739], [6.029, -0.740, -1.433], [4.826, -0.899, -0.885], [3.437, -0.242, -1.682], [4.749, -1.511, 0.300], [5.847, -2.013, 1.103], [7.207, -0.500, -3.170], [6.383, 0.962, -2.617], [5.506, -0.293, -3.437], [6.811, -1.210, -0.988], [3.824, -1.741, 0.630], [6.474, -1.200, 1.482], [6.446, -2.713, 0.548], [5.458, -2.583, 1.930]],
  "mulliken_charge": [0.62, -0.40, 0.04, -0.50, 0.56, -0.82, -0.83, -0.73, -0.32, 0.69, 0.27, 0.75, 0.22, -0.73, -0.55, -0.71, -0.12, 0.76, -0.65, -0.62, -0.67, -0.55, -0.68, 0.34, 0.47, 0.44, 0.40, 0.43, 0.42, -0.16, 0.44, 0.40, 0.44, 0.39, 0.55, 0.38, 0.46, 0.42, 0.42, -0.30, 0.54, -0.22, -0.40, 0.69, -0.47, -0.15, -0.42, -0.96, -0.18, 0.68, -0.39, 0.31, -1.08, 0.33, 0.31, 0.37, 0.23, -0.27, 0.38, 0.41, 0.30],
  "e_homo_ev": [-10.33, -10.32],
  "multiplicity": 4,
  "e_above_lowest_kcal_mol": 0.0,
  "total_charge": 1,
  "orbital_gap_ev": [6.567, 6.586]
}